Record 1
Molecular formula: C7H15N
Method: DFT, the ωB97M-V functional and the def2-TZVPD basis

Atoms and positions in Å:
C -0.168 2.646 -0.412
C 1.062 2.175 0.359
C 1.697 0.974 -0.414
C 0.836 -0.249 -0.675
N -1.259 -2.152 -0.851
C -0.777 -1.750 0.394
C 0.306 -0.925 0.472
C -1.227 -2.633 1.530
H -0.792 3.257 0.238
H 0.133 3.268 -1.259
H -0.703 1.797 -0.829
H 0.686 1.860 1.335
H 1.829 2.943 0.413
H 2.626 0.588 0.022
H 1.980 1.412 -1.384
H 1.248 -0.731 -1.558
H -0.829 0.235 -1.957
H -2.273 -2.204 -0.869
H -0.917 -1.429 -1.504
H 0.756 -0.762 1.443
H -1.202 -3.703 1.352
H -2.259 -2.271 1.684
H -0.756 -2.347 2.467

Results
* gap between HOMO and LUMO: 0.2835 Ha
* highest occupied orbital energy: -7.88 eV
* LUMO energy: -0.006 Ha
* largest force on an atom: 3.2 eV Å⁻¹
* energy relative to the best compared isomer or geometry (same formula, charge and spin): 4.122 eV
* net charge: 0

Record 2
Molecular formula: C7H15N
Method: DFT, the ωB97M-V functional and the def2-TZVPD basis

Atoms and positions in Å:
C 2.216 -2.055 -0.451
C 0.718 -2.433 -0.406
C -0.101 -1.413 0.375
C -0.753 -0.328 -0.503
N -0.902 3.415 -0.421
C -0.745 2.088 -0.799
C -0.733 1.077 0.066
C -0.839 1.340 1.523
H 2.852 -2.920 -0.547
H 2.505 -1.569 0.478
H 2.409 -1.380 -1.275
H 0.360 -2.500 -1.439
H 0.590 -3.403 0.082
H 0.489 -0.965 1.176
H -0.858 -1.977 0.933
H -0.290 -0.431 -1.486
H -1.795 -0.590 -0.740
H -0.570 4.134 -1.041
H -1.313 3.593 0.472
H -0.619 1.951 -1.862
H -0.621 0.554 2.249
H -1.841 1.677 1.786
H -0.162 2.135 1.828

Results
* gap between HOMO and LUMO: 0.3130 Ha
* highest occupied orbital energy: -7.49 eV
* LUMO energy: 0.038 Ha
* largest force on an atom: 1.4 eV Å⁻¹
* energy relative to the best compared isomer or geometry (same formula, charge and spin): 0.892 eV
* SMILES: CCCC/C(C)=C/N
* net charge: 0

Record 3
Molecular formula: C7H15N
Method: DFT, the ωB97M-V functional and the def2-TZVPD basis

Atoms and positions in Å:
C -1.340 0.072 -0.204
C 0.708 -1.836 -0.852
C -1.398 0.907 -1.453
C 0.871 -0.419 -0.405
C 1.625 0.522 -1.009
H -1.896 0.526 0.614
H -1.665 -0.960 -0.315
H 0.067 -1.877 -1.734
H 0.239 -2.456 -0.086
H 1.676 -2.276 -1.098
H -0.851 1.847 -1.323
H -0.947 0.403 -2.311
H -2.428 1.166 -1.722
H 1.773 1.516 -0.614
H 2.068 0.295 -1.971
C 0.210 1.299 1.892
C 0.075 -0.145 1.530
N -0.371 -1.080 2.246
H -0.234 -2.046 1.984
H 1.117 -0.419 0.830
H -0.676 1.583 2.460
H 1.088 1.444 2.526
H 0.288 1.934 1.014

Results
* gap between HOMO and LUMO (alpha / beta): 0.2732 / 0.2733 Ha
* highest occupied orbital energy (alpha / beta): -6.64 / -6.64 eV
* LUMO energy (alpha / beta): 0.029 / 0.029 Ha
* largest force on an atom: 0.5 eV Å⁻¹
* energy relative to the best compared isomer or geometry (same formula, charge and spin): 6.700 eV
* net charge: 0